(1)
127
Properties=species:S:1:pos:R:3 method="wB97M-V/def2-TZVPD" lumo_ev=-3.13 charge=+1 gap_ev=7.330
C -0.3928 -2.4402 -4.7147
C -0.3982 -1.0047 -4.5301
C -1.6324 -0.1338 -4.0405
C -1.7470 0.1874 -2.4699
N -0.6069 0.4446 -1.5976
C 0.2259 -0.7008 -1.2023
C -0.0652 -1.3445 0.2526
O 1.1847 -1.1970 -1.8241
C 0.3045 1.5316 -1.9718
C 0.9892 1.8096 -3.3770
O 0.6195 2.3247 -1.0396
C -2.4915 1.6496 -2.5106
C -2.8719 1.7470 -0.9512
C -4.0704 2.7828 -0.7330
F -5.3115 2.3181 -1.3485
C -4.4312 2.9685 0.8470
C -5.8257 2.2105 1.1854
C -3.2576 0.1895 -0.6392
N -2.9436 -0.5805 -1.9090
B -2.9567 -2.0944 -1.9175
O -3.1436 -2.8306 -3.1619
C -2.8427 -3.0432 -0.5792
C -4.3380 -3.6608 -0.2986
H -0.5319 -3.1683 -3.8464
H -0.2498 -2.8437 -5.7822
H 0.5908 -0.4985 -4.8294
H -1.5491 0.8822 -4.5781
H -2.5767 -0.6158 -4.4914
H 0.9373 -1.2286 0.8122
H -0.2585 -2.4613 0.1972
H -0.8234 -0.7528 0.8541
H 1.6392 2.7540 -3.2893
H 0.2366 2.0470 -4.2164
H 1.7177 0.9752 -3.6927
H -1.9797 2.5031 -3.0506
H -3.5386 1.6726 -3.0033
H -2.0902 2.0803 -0.1964
H -3.8229 3.7926 -1.2280
H -3.5920 2.5481 1.5019
H -4.5926 4.0875 1.0275
H -6.7350 2.7825 0.8058
H -5.8141 1.1222 0.8123
H -5.8831 2.1296 2.3331
H -2.8533 -0.1809 0.3539
H -4.3889 0.0115 -0.5011
H -3.7953 -0.3642 -2.4753
H -4.0691 -2.7384 -3.4822
H -2.0438 -3.8453 -0.6772
H -2.6417 -2.3718 0.3373
H -4.4834 -4.6255 -0.8994
H -4.4385 -3.8542 0.8315
H -5.1331 -2.8636 -0.5514
C 1.9236 1.4683 4.4986
C 0.9923 2.4368 3.7679
C -0.0995 1.6027 3.0944
S -0.2823 0.1230 4.0868
O 0.1323 -1.0160 3.2956
O -1.5549 0.1619 4.7709
C 1.0132 0.5064 5.2511
H 2.6001 1.9911 5.1759
H 2.5300 0.9189 3.7706
H 0.5391 3.1216 4.4914
H 1.5324 3.0431 3.0371
H -1.0509 2.1353 3.0614
H 0.1928 1.3002 2.0864
H 1.5171 -0.4086 5.5613
H 0.5533 0.9937 6.1135
C 2.1411 5.5464 -0.9146
C 3.2144 6.6125 -1.1476
C 4.3269 6.3744 -0.1241
S 4.2936 4.6249 0.2521
O 3.9086 4.4583 1.6354
O 5.4713 3.9957 -0.3011
C 2.8909 4.2283 -0.7760
H 1.4187 5.5126 -1.7329
H 1.5963 5.7667 0.0091
H 3.6169 6.5089 -2.1603
H 2.8073 7.6220 -1.0590
H 5.3058 6.6393 -0.5242
H 4.1430 6.9223 0.8015
H 2.2988 3.4453 -0.3094
H 3.2709 3.8880 -1.7420
C 6.1256 3.1099 7.9134
C 5.5864 2.1898 9.0108
C 4.2258 2.7403 9.4437
S 3.5565 3.5954 8.0212
O 3.4693 5.0030 8.3290
O 2.4305 2.8489 7.5016
C 4.9636 3.3351 6.9548
H 6.9862 2.6723 7.4040
H 6.4398 4.0624 8.3515
H 5.4641 1.1782 8.6103
H 6.2727 2.1257 9.8576
H 3.5440 1.9426 9.7394
H 4.3264 3.4630 10.2550
H 5.1030 4.1991 6.3056
H 4.7685 2.4423 6.3565
C -6.1336 -7.2766 -5.0411
C -5.7357 -8.1183 -3.8280
C -5.4257 -7.1544 -2.6809
S -6.4097 -5.6895 -2.9788
O -5.5182 -4.5822 -3.2430
O -7.4563 -5.6082 -1.9867
C -7.1222 -6.2409 -4.5188
H -6.5733 -7.8875 -5.8315
H -5.2496 -6.7776 -5.4510
H -6.5706 -8.7679 -3.5472
H -4.8798 -8.7606 -4.0445
H -5.6951 -7.5807 -1.7142
H -4.3747 -6.8597 -2.6777
H -7.2531 -5.3942 -5.1921
H -8.0889 -6.6967 -4.2948
C 6.3193 -2.1931 -2.7288
C 5.2244 -1.9725 -1.6825
C 3.8807 -2.2544 -2.3584
S 4.2132 -3.4360 -3.6600
O 3.9556 -2.8024 -4.9333
O 3.6360 -4.7126 -3.3037
C 5.9787 -3.5113 -3.4119
H 7.3125 -2.2207 -2.2767
H 6.3021 -1.3774 -3.4588
H 5.3710 -2.6679 -0.8498
H 5.2549 -0.9604 -1.2729
H 3.1606 -2.6795 -1.6604
H 3.4673 -1.3556 -2.8168
H 6.4834 -3.6428 -4.3685
H 6.1874 -4.3597 -2.7566



(2)
128
Properties=species:S:1:pos:R:3 method="wB97M-V/def2-TZVPD" lumo_ev=-4.38 charge=+1 gap_ev=6.221
C 4.4828 1.7841 -0.3828
C 4.5286 1.9075 1.2047
P 2.9155 2.2665 2.0454
C 2.4577 3.9476 1.3278
N 1.5589 1.2369 1.5589
C 1.2616 0.0300 2.0015
N 0.0565 -0.5215 1.5488
P 0.2162 -1.0298 -0.1412
C 1.9469 -0.9570 -0.8139
C -0.6501 0.3389 -1.1227
C -1.9823 0.8328 -0.4604
C -0.6487 -1.4568 2.5077
C -1.5218 -0.5571 3.4657
C -1.2797 0.9699 3.5221
O -1.1366 1.4791 4.5580
F -1.2477 1.8036 2.4275
C -1.6632 -2.3558 1.7237
C -2.8344 -3.1017 2.4393
C -2.9194 -3.2876 3.9908
C -4.2383 -2.4706 2.0079
C 0.5371 -2.2647 3.1583
C 0.2412 -3.7075 3.6826
C 1.4048 -4.7092 3.2257
C 1.8520 -5.7151 4.3511
C 3.3867 -6.0438 4.1066
S 3.7499 -6.5595 2.3947
O 2.6331 -7.2007 1.7393
O 4.8749 -7.4656 2.4260
Cl 4.3555 -4.9468 1.2172
C 1.5279 -1.4010 3.9714
C 2.5619 -2.1278 4.8808
C 2.2467 -2.2393 6.4122
C 0.8690 -2.7007 6.8767
O -0.0941 -2.0243 7.0169
O 0.7458 -4.0508 7.1956
O 0.9189 -0.4330 4.8783
C 1.6910 0.6166 5.1205
N 2.3292 1.4905 5.4628
N 2.2015 -0.5191 2.9417
Br 3.6626 -1.3535 2.1243
H 5.0868 2.6042 -0.8327
H 3.4619 1.8268 -0.8084
H 5.0218 0.8374 -0.6230
H 5.1305 1.1014 1.6769
H 5.1498 2.8221 1.3921
H 1.6817 4.4566 1.9273
H 3.3874 4.5588 1.2542
H 2.1374 3.8125 0.2604
H 0.8886 1.6335 0.8893
H 2.5269 -0.0587 -0.5177
H 1.8427 -0.9539 -1.9259
H 2.4880 -1.8928 -0.5429
H 0.0318 1.2091 -1.2694
H -0.8664 -0.1016 -2.1180
H -1.8911 1.9390 -0.3402
H -2.8928 0.6429 -1.0703
H -2.1855 0.4369 0.5546
H -1.3888 -0.9395 4.5027
H -2.6257 -0.6353 3.2980
H -2.1764 -1.6914 0.9863
H -1.0516 -3.1311 1.2011
H -2.9010 -4.1293 2.0033
H -2.0798 -2.9021 4.6020
H -3.8418 -2.7997 4.3924
H -3.0411 -4.3679 4.2491
H -4.9943 -3.2413 2.2829
H -4.2504 -2.3475 0.8983
H -4.4077 -1.5083 2.5346
H 1.0998 -2.5559 2.2262
H 0.0801 -3.8155 4.7712
H -0.6239 -4.2118 3.2030
H 2.3023 -4.1424 2.8710
H 1.0885 -5.3152 2.3460
H 1.6763 -5.3558 5.3854
H 1.3316 -6.6793 4.1372
H 3.9428 -5.0879 4.2670
H 3.7577 -6.8587 4.7621
H 2.9656 -3.0896 4.5201
H 3.4583 -1.4510 4.8924
H 2.4574 -1.2530 6.8898
H 3.0152 -2.9227 6.8495
H -0.1478 -4.3548 6.9661
C 2.0673 2.5549 -7.3115
O 2.5761 3.7327 -6.7130
C 1.7819 4.2511 -5.6615
C 2.5831 4.4884 -4.3856
O 3.1165 3.3337 -3.7419
C 4.1308 2.6003 -4.4318
C 5.4322 3.3410 -4.7157
O 5.2596 4.3734 -5.6709
C 5.8163 5.6211 -5.3021
H 1.4589 2.8163 -8.1827
H 2.9143 1.9531 -7.6467
H 1.4765 1.9541 -6.6144
H 0.9224 3.6069 -5.4435
H 1.3954 5.2190 -5.9972
H 1.8955 4.9312 -3.6575
H 3.3628 5.2338 -4.5366
H 3.7219 2.1527 -5.3373
H 4.3749 1.7615 -3.7721
H 6.1462 2.6274 -5.1424
H 5.8486 3.7255 -3.7775
H 5.8059 5.7775 -4.2188
H 5.2165 6.4072 -5.7631
H 6.8428 5.6944 -5.6723
C -5.7641 0.0756 -6.0525
O -5.8213 1.2818 -5.3139
C -6.9901 2.0548 -5.5382
C -7.7023 2.4289 -4.2431
O -8.2597 1.3578 -3.4910
C -7.3798 0.4123 -2.8994
C -6.4199 0.9434 -1.8417
O -5.4302 1.7983 -2.3982
C -5.2560 3.0235 -1.7139
H -5.2209 0.2407 -6.9885
H -5.2175 -0.6596 -5.4578
H -6.7560 -0.3298 -6.2672
H -7.6906 1.5486 -6.2110
H -6.6730 2.9830 -6.0249
H -8.5533 3.0579 -4.5208
H -7.0748 3.0547 -3.6085
H -6.8489 -0.1483 -3.6696
H -8.0339 -0.3113 -2.4049
H -5.8923 0.0899 -1.3982
H -6.9870 1.4458 -1.0509
H -6.1791 3.3762 -1.2452
H -4.9380 3.7739 -2.4394
H -4.4773 2.9129 -0.9514



(3)
127
Properties=species:S:1:pos:R:3 method="wB97M-V/def2-TZVPD" smiles=NBCCC(F)(F)C(F)(F)S(F)(F)(F)(F)F.C1CCOC1.C1CCOC1.C1CCOC1.C1CCOC1.C1CCOC1.C1CCOC1.C1CCOC1.C1CCOC1 lumo_ev=0.17 gap_ev=9.287
N -3.4625 -0.6602 4.9036
B -2.2505 -1.0893 4.2203
C -2.3188 -1.7620 2.7919
C -0.9655 -2.0839 2.1254
C -0.3486 -1.1191 1.1083
F -0.0664 -1.7499 -0.0650
F 0.8581 -0.6803 1.5986
C -1.0821 0.2190 0.7564
F -1.5066 0.8249 1.8676
F -0.1930 1.0240 0.1712
S -2.5231 0.1122 -0.4896
F -1.5130 -0.1787 -1.6726
F -2.3927 1.6813 -0.7572
F -3.6143 0.4312 0.6273
F -2.7116 -1.4469 -0.2387
F -3.7136 0.0556 -1.5407
H -3.6592 0.3223 4.7147
H -4.2640 -1.1614 4.5243
H -1.1876 -0.9546 4.7585
H -2.9861 -1.1498 2.1934
H -2.8581 -2.7131 2.9276
H -1.0217 -3.0524 1.6197
H -0.2122 -2.1994 2.9107
C -5.5210 3.5747 0.0428
C -6.9430 3.8635 0.5177
C -6.9770 3.1144 1.8449
O -5.6446 3.1475 2.3625
C -4.7442 3.6039 1.3507
H -5.1454 4.2904 -0.6873
H -5.4713 2.5756 -0.3983
H -7.0743 4.9350 0.6823
H -7.7147 3.5277 -0.1731
H -7.2725 2.0696 1.6993
H -7.6504 3.5648 2.5747
H -4.4197 4.6198 1.6005
H -3.8677 2.9557 1.3333
C 5.3389 0.2837 1.1165
C 3.9115 0.6237 1.5404
C 3.8051 -0.1100 2.8707
O 5.1198 -0.1089 3.4348
C 6.0698 0.3078 2.4522
H 5.7607 0.9820 0.3953
H 5.3740 -0.7183 0.6834
H 3.8113 1.7005 1.6931
H 3.1529 0.3088 0.8268
H 3.4835 -1.1470 2.7278
H 3.1196 0.3707 3.5699
H 6.4128 1.3190 2.6979
H 6.9280 -0.3649 2.4842
C -6.0530 -1.6513 -5.1155
C -5.6198 -0.8834 -3.8707
C -6.7706 0.0952 -3.6951
O -7.9379 -0.5535 -4.1987
C -7.5598 -1.7370 -4.9109
H -5.5749 -2.6221 -5.2196
H -5.8251 -1.0695 -6.0113
H -5.5638 -1.5598 -3.0145
H -4.6561 -0.3858 -3.9727
H -6.5951 1.0070 -4.2783
H -6.9410 0.3776 -2.6542
H -7.8305 -2.6125 -4.3105
H -8.1177 -1.7759 -5.8473
C -3.2074 -2.6977 -9.4118
C -2.2650 -3.7009 -8.7501
C -2.4159 -3.3375 -7.2811
O -3.7581 -2.8579 -7.1211
C -4.3466 -2.6340 -8.4020
H -3.5422 -2.9966 -10.4042
H -2.7204 -1.7233 -9.4942
H -2.6161 -4.7198 -8.9301
H -1.2329 -3.6279 -9.0891
H -1.7189 -2.5455 -7.0003
H -2.2614 -4.1856 -6.6127
H -5.0912 -3.4147 -8.5948
H -4.8555 -1.6684 -8.3936
C 7.4879 -0.2796 6.1361
C 6.0621 0.0514 6.5637
C 5.9685 -0.6690 7.9007
O 7.2853 -0.6570 8.4632
C 8.2255 -0.2414 7.4680
H 7.8997 0.4191 5.4091
H 7.5278 -1.2828 5.7059
H 5.9554 1.1294 6.7087
H 5.3112 -0.2712 5.8488
H 5.6553 -1.7104 7.7681
H 5.2819 -0.1889 8.5995
H 8.5577 0.7756 7.7049
H 9.0924 -0.9032 7.4966
C 8.5076 0.1410 13.0779
C 8.2258 -0.3833 11.6711
C 9.1162 0.5100 10.8254
O 10.2465 0.8430 11.6386
C 9.9954 0.4618 12.9918
H 8.2749 -0.5708 13.8688
H 7.9354 1.0536 13.2606
H 8.5455 -1.4239 11.5840
H 7.1798 -0.3257 11.3791
H 8.6014 1.4372 10.5494
H 9.4590 0.0216 9.9157
H 10.6028 -0.4185 13.2307
H 10.2977 1.2772 13.6504
C 2.2807 -0.4151 -7.1794
C 3.0631 -1.7258 -7.2293
C 2.0050 -2.7309 -6.7933
O 0.7524 -2.2144 -7.2483
C 0.9101 -0.8583 -7.6729
H 2.7104 0.3766 -7.7909
H 2.2144 -0.0546 -6.1509
H 3.3850 -1.9335 -8.2520
H 3.9421 -1.7369 -6.5867
H 1.9732 -2.8254 -5.7027
H 2.1539 -3.7228 -7.2215
H 0.8512 -0.8203 -8.7663
H 0.0939 -0.2623 -7.2621
C -4.1947 3.0937 -4.2196
C -4.5341 2.6883 -5.6522
C -3.6221 3.6087 -6.4532
O -2.4621 3.8240 -5.6475
C -2.6977 3.3528 -4.3197
H -4.4386 2.3326 -3.4780
H -4.7236 4.0119 -3.9538
H -4.2602 1.6430 -5.8182
H -5.5865 2.8096 -5.9049
H -4.1040 4.5734 -6.6458
H -3.3136 3.1809 -7.4078
H -2.1268 2.4301 -4.1648
H -2.3425 4.1006 -3.6096